No. 1
Formula: C4H9N3O
Source: OMol25
Level of theory: the ωB97M-V functional and the def2-TZVPD basis

Last column: natural (NBO) charge in e.
Positions of all 17 atoms, in Å:
O 1.234 -0.931 1.394  -0.647
N 1.468 1.210 2.103  -0.827
N -1.642 0.591 -1.552  -0.813
N 0.459 1.096 -0.629  -0.740
C -1.186 -2.040 -0.502  -0.388
C 1.732 0.176 1.265  0.563
C -0.447 0.272 -0.989  0.413
C -0.209 -1.162 -0.738  -0.193
H -2.335 -0.152 -1.624  0.399
H -1.953 1.548 -1.580  0.390
H -2.184 -1.740 -0.217  0.182
H -0.966 -3.087 -0.387  0.208
H 0.634 1.143 2.667  0.388
H 2.619 0.357 0.641  0.119
H 0.794 -1.494 -0.969  0.234
H 0.213 2.078 -0.735  0.331
H 1.768 2.134 1.852  0.384

Its energy above the lowest of the compared OMol25 structures with the same formula, charge and spin is 1.455 eV. As for the SMILES: [H]/N=C(\N)C=C.NC=O.



No. 2
Formula: C21H25O2Tb
Source: OMol25
Level of theory: the ωB97M-V functional and the def2-TZVPD basis

Last column: Löwdin charge in e.
Positions of all 49 atoms, in Å:
Tb -0.726 -0.204 0.529  1.616
O -0.142 -0.156 -3.500  -0.105
O -1.452 -0.506 2.441  -0.415
C -2.944 -0.682 4.305  -0.073
C 0.332 1.116 -8.546  -0.089
C 0.851 1.553 1.527  -0.207
C -0.499 -2.796 0.789  -0.202
C -1.397 -0.661 -3.981  -0.110
C -0.432 2.192 1.558  -0.211
C 0.188 1.943 -0.657  -0.218
C -0.161 -0.948 -4.803  -0.165
C -0.226 1.772 -7.441  -0.079
C 0.663 -0.865 -7.190  -0.033
C 1.386 -1.600 0.176  -0.221
C -0.841 2.433 0.210  -0.211
C 1.235 1.413 0.156  -0.232
C -0.352 1.117 -6.214  -0.029
C -0.572 -2.557 -0.618  -0.212
C 0.073 -0.226 -6.063  -0.179
C 0.704 -2.192 1.280  -0.198
C -0.530 -0.600 4.682  -0.065
C -1.605 -1.063 3.726  -0.562
C 0.598 -1.822 -0.994  -0.218
C 0.778 -0.206 -8.417  -0.087
H -1.352 -2.920 -1.286  0.093
H -0.804 1.632 -5.363  0.112
H 0.220 2.050 -1.744  0.099
H 0.469 -0.840 4.328  0.064
H 0.990 -1.902 -7.084  0.110
H 1.465 1.322 2.402  0.113
H -3.759 -0.944 3.634  0.073
H -0.677 -1.081 5.655  0.081
H -0.579 2.797 -7.537  0.103
H -0.955 2.517 2.462  0.108
H -1.205 -3.376 1.385  0.106
H -1.544 -2.160 3.645  0.127
H -1.804 -1.491 -3.405  0.100
H 0.430 1.633 -9.501  0.102
H 2.199 1.050 -0.202  0.104
H -0.593 0.484 4.824  0.083
H -2.097 0.087 -4.369  0.113
H 0.882 -1.553 -2.006  0.088
H 1.071 -2.241 2.305  0.108
H -3.099 -1.183 5.262  0.078
H 2.365 -1.129 0.223  0.103
H -2.973 0.401 4.475  0.083
H 1.199 -0.733 -9.275  0.104
H 0.281 -1.947 -4.700  0.147
H -1.749 2.959 -0.098  0.099

As for the multiplicity: 7. As for the expectation value of S²: 12.633. For the total energy, the calculation gives -48709.2283 eV.



No. 3
Formula: C2H5N3O2
Source: OMol25
Level of theory: the ωB97M-V functional and the def2-TZVPD basis

Last column: natural (NBO) charge in e.
Positions of all 12 atoms, in Å:
O 2.150 0.688 0.134  -0.555
O 1.385 -1.449 -0.073  -0.680
N -1.053 -0.760 -0.110  -0.350
N -0.522 1.603 -0.055  -0.815
N -2.355 -0.302 0.049  -0.689
C -0.258 0.254 -0.086  0.298
C 1.205 -0.084 -0.014  0.728
H -2.470 -0.074 1.115  0.352
H -3.061 -1.138 -0.078  0.368
H 0.100 2.388 0.023  0.430
H -1.439 1.856 -0.452  0.408
H 0.418 -1.760 0.318  0.506

Its energy above the lowest of the compared OMol25 structures with the same formula, charge and spin is 2.665 eV. As for the SMILES: N/N=C(\N)C(=O)O.



No. 4
Formula: C5H7NO
Source: OMol25
Level of theory: the ωB97M-V functional and the def2-TZVPD basis

Last column: natural (NBO) charge in e.
Positions of all 14 atoms, in Å:
O 1.126 0.865 0.668  -0.518
N 0.736 -1.188 -0.415  -0.382
C -1.551 -0.359 0.470  -0.414
C -0.662 -0.974 -0.583  -0.104
C 1.988 1.791 0.991  0.163
C -1.305 0.375 -0.810  -0.418
C 1.533 -0.388 0.128  0.356
H 2.604 -0.555 0.232  0.168
H -1.077 0.037 1.362  0.230
H -2.515 -0.831 0.633  0.220
H -2.090 0.412 -1.559  0.220
H 3.004 1.346 0.779  0.035
H -0.685 1.262 -0.758  0.233
H -1.106 -1.793 -1.139  0.210

Its energy above the lowest of the compared OMol25 structures with the same formula, charge and spin is 4.934 eV.



No. 5
Formula: C7H15N
Source: OMol25
Level of theory: the ωB97M-V functional and the def2-TZVPD basis

Last column: natural (NBO) charge in e.
Positions of all 23 atoms, in Å:
N 1.670 -1.701 -2.674  -0.853
C -0.482 0.748 0.921  0.010
C -0.324 -0.641 3.030  -0.645
C -1.001 2.011 1.496  -0.645
C 0.421 -0.969 -2.480  -0.205
C -0.532 0.708 -0.607  -0.436
C 0.641 0.073 -1.368  -0.405
C -0.191 -0.398 1.532  -0.190
H -0.255 2.802 1.405  0.223
H -0.726 1.659 -1.116  0.206
H 2.436 -1.076 -2.506  0.362
H 0.344 -1.454 3.317  0.212
H -1.327 -1.020 3.236  0.214
H -1.954 2.178 0.993  0.220
H 1.389 0.797 -1.704  0.192
H 0.034 -1.302 0.981  0.196
H -1.215 1.956 2.568  0.213
H -0.416 -1.594 -2.165  0.179
H 1.174 -0.546 -0.635  0.206
H 0.163 -0.423 -3.390  0.158
H -1.450 0.166 -0.892  0.209
H 1.669 -2.223 -3.535  0.367
H -0.067 0.251 3.595  0.212

Its energy above the lowest of the compared OMol25 structures with the same formula, charge and spin is 1.209 eV. As for the SMILES: C/C=C(\C)CCCN.



No. 6
Formula: C8H8N2O
Source: OMol25
Level of theory: the ωB97M-V functional and the def2-TZVPD basis

Last column: natural (NBO) charge in e.
Positions of all 19 atoms, in Å:
O 3.860 -0.703 -0.256  -0.465
N 0.302 0.732 0.057  -0.203
N 0.757 -0.500 0.025  -0.306
C -1.027 0.742 0.009  0.192
C 3.027 0.117 -0.119  0.717
C -1.450 -0.542 -0.044  -0.349
C -0.232 -1.296 0.044  0.217
C -1.683 2.032 -0.079  -0.650
C 1.217 1.715 0.194  0.089
C -0.095 -2.750 0.113  -0.656
C 2.502 1.280 0.105  -0.441
H -1.062 2.882 0.165  0.221
H 0.529 -3.170 -0.647  0.240
H -1.793 2.050 -1.190  0.241
H -2.309 -1.129 0.063  0.231
H 0.798 2.712 0.099  0.214
H -1.036 -3.391 0.064  0.224
H -2.768 2.174 0.370  0.246
H 0.463 -2.955 1.027  0.238

Its energy above the lowest of the compared OMol25 structures with the same formula, charge and spin is 4.746 eV. As for the SMILES: Cc1cc(C)n(C=C=C=O)n1.